Density functional theory data (the ωB97M-V functional and the def2-TZVPD basis) for a 13-piece molecular cluster, C46H118N20O13 overall.

## Properties
* energy above the lowest of the compared OMol25 structures with the same formula, charge and spin: 153.4 kcal per mole
* Kohn-Sham gap: 7.86 eV
* lowest unoccupied orbital energy: -0.419 eV
* net charge: 0

```
197
Properties=species:S:1:pos:R:3:forces:R:3:mulliken_charge:R:1
C -4.167 2.097 0.057 0.53 0.77 0.72 -1.669
C -4.058 3.664 0.274 -0.84 0.97 -1.95 2.258
C -5.009 4.319 -0.752 -1.62 -0.35 0.53 -1.236
C -6.501 4.352 -0.273 2.19 -0.45 -0.59 -1.000
C -6.601 5.033 1.112 -0.22 -1.12 -0.76 -1.319
C -5.679 4.355 2.180 -0.08 -1.02 -0.71 2.102
N -4.294 4.212 1.618 -0.03 1.27 0.04 0.163
O -3.444 3.520 2.540 -0.84 0.38 -0.69 -0.469
C -5.693 5.194 3.435 1.42 1.43 0.11 -2.070
C -6.210 2.995 2.530 -0.99 -1.80 -0.19 -1.753
C -2.678 4.134 -0.162 1.33 -1.35 1.01 -1.976
H -3.576 1.769 -0.798 -0.22 0.38 -0.36 0.489
H -5.201 1.770 -0.057 0.12 -0.06 0.03 0.431
H -3.679 1.557 0.868 -0.31 -0.21 0.28 0.257
H -4.749 5.329 -1.071 0.43 0.11 0.40 0.560
H -4.938 3.696 -1.643 -0.05 0.00 -0.15 0.093
H -6.814 3.309 -0.227 -0.20 -0.10 0.46 0.279
H -7.058 4.715 -1.137 -0.45 0.75 0.53 0.490
H -7.641 4.822 1.359 -0.04 0.49 0.77 0.468
H -6.425 6.109 1.102 0.05 -0.03 -0.21 0.399
H -6.599 5.785 3.562 -0.20 -0.38 0.03 0.370
H -5.377 4.734 4.371 -0.42 -0.57 -0.19 0.381
H -4.896 5.923 3.286 0.01 0.44 -0.06 0.466
H -6.212 2.313 1.680 -0.17 0.14 -0.33 0.246
H -5.677 2.399 3.271 0.44 0.62 0.32 0.471
H -7.242 3.024 2.879 -0.13 0.25 0.07 0.404
H -2.449 5.200 -0.168 -0.56 -0.02 0.21 0.536
H -2.308 3.693 -1.088 -0.46 0.01 -0.31 0.149
H -2.077 3.643 0.603 0.85 0.40 0.06 0.144
H -3.693 2.635 2.262 0.54 -1.07 1.05 0.352
C -0.687 -3.015 0.652 0.20 -0.64 -0.57 -0.062
C -0.657 -1.508 0.428 0.06 1.89 1.71 3.015
C -0.141 -0.797 1.721 0.22 1.78 -0.33 -0.138
C 0.244 0.741 1.551 -0.38 -0.83 -0.87 -0.571
C 1.187 0.978 0.372 -0.85 -1.53 0.38 -0.792
C 0.723 0.261 -0.938 1.91 2.14 2.18 2.563
N 0.330 -1.139 -0.631 -0.03 -0.33 0.71 0.582
O 0.030 -1.867 -1.788 0.33 -0.04 -0.35 1.806
C -0.294 1.165 -1.628 -0.11 -1.19 -1.47 -1.932
C 2.045 0.246 -1.767 -0.98 -0.70 -0.85 -2.119
C -2.127 -1.059 0.206 -0.90 -0.29 -2.09 0.645
H -0.971 -3.540 -0.259 0.09 0.15 -0.19 -0.968
H -1.429 -3.352 1.375 -0.03 0.53 0.32 0.414
H 0.270 -3.439 0.956 0.13 0.26 0.09 -0.532
H -0.942 -0.847 2.458 0.13 -0.16 0.20 0.220
H 0.776 -1.213 2.139 -0.13 -0.67 -0.07 -0.251
H 0.793 1.086 2.427 -0.50 0.01 0.31 0.886
H -0.616 1.378 1.345 -0.43 -0.11 0.56 -0.771
H 2.147 0.565 0.680 0.36 0.30 -0.21 -0.794
H 1.216 2.045 0.150 0.47 -0.06 0.01 0.626
H -1.187 1.524 -1.115 0.13 -0.47 0.33 -0.638
H 0.132 2.022 -2.149 0.44 0.02 0.36 0.808
H -0.518 0.478 -2.444 -1.15 0.39 -0.61 0.686
H 2.923 -0.084 -1.213 -0.33 -0.61 0.16 0.027
H 1.786 -0.394 -2.610 0.75 -0.17 -0.26 0.545
H 2.394 1.193 -2.179 -0.69 0.37 0.14 0.419
H -2.904 -1.278 0.938 0.73 0.03 0.84 -0.307
H -2.544 -1.631 -0.624 0.24 -0.57 -0.35 -0.914
H -2.384 -0.080 -0.199 0.86 0.53 0.65 -0.966
H -0.833 -1.560 -2.076 -0.41 0.00 -0.71 -0.593
C 5.685 4.249 1.334 0.90 0.49 -1.27 -2.061
C 6.355 2.889 1.566 -0.08 -1.23 1.26 1.819
C 5.155 2.009 1.976 -0.45 -1.27 1.26 -1.003
C 5.378 0.448 2.086 0.53 1.52 -1.78 -1.249
C 5.807 0.015 0.662 0.27 0.17 0.80 -0.340
C 7.051 0.796 0.154 -0.21 -0.46 -0.09 1.916
N 6.860 2.318 0.325 -0.73 -0.82 -1.94 0.447
O 7.834 3.181 -0.340 -0.21 -1.30 1.15 -0.510
C 8.232 0.213 0.895 1.21 0.21 0.64 -1.806
C 7.270 0.389 -1.340 -0.01 2.38 -0.36 -2.035
C 7.476 2.952 2.663 -0.63 0.19 0.00 -1.795
H 4.990 4.655 2.069 0.54 -0.37 0.65 0.386
H 5.062 4.210 0.440 0.10 -0.27 -0.30 0.443
H 6.491 4.947 1.106 -0.19 0.46 0.21 0.442
H 4.859 2.264 2.994 -0.02 0.66 0.06 0.550
H 4.353 2.352 1.322 -0.29 -0.73 -0.13 0.154
H 4.556 -0.178 2.431 -0.38 0.50 0.02 0.430
H 6.162 0.369 2.838 0.27 -0.46 -0.21 0.626
H 4.966 0.062 -0.029 -0.17 0.52 -0.02 -0.586
H 6.090 -1.037 0.654 0.17 -0.11 0.02 0.451
H 9.132 0.623 0.436 0.27 -0.21 0.10 0.372
H 8.317 0.386 1.968 -0.36 0.53 0.02 0.342
H 8.245 -0.876 0.854 0.04 -0.05 -0.56 0.436
H 8.098 0.979 -1.735 0.29 0.15 0.17 0.485
H 7.529 -0.616 -1.676 -0.47 -0.31 0.92 0.343
H 6.436 0.793 -1.914 -0.34 -0.40 -0.12 0.402
H 8.457 2.950 2.189 -0.04 0.35 0.09 0.334
H 7.468 2.135 3.385 -0.20 -0.41 -0.30 0.284
H 7.323 3.820 3.304 0.26 0.31 -0.22 0.499
H 7.314 3.633 -1.010 -0.20 -0.09 -0.09 0.325
C -2.870 -1.717 -4.104 -1.06 -0.06 -0.52 0.804
O -1.676 -1.573 -4.123 1.55 0.05 0.76 -0.759
N -3.759 -0.729 -4.047 0.73 3.16 0.42 -0.408
N -3.540 -2.843 -4.160 -0.52 -3.69 -0.43 -0.348
H -4.698 -0.786 -4.415 0.47 0.48 0.12 0.262
H -3.157 0.081 -4.013 -1.31 1.25 -0.37 0.000
H -3.089 -3.636 -3.727 -0.69 -0.34 -0.48 0.247
H -4.542 -2.746 -4.246 0.45 -0.66 0.32 0.153
C -4.333 -0.743 3.368 1.71 -0.84 1.22 0.740
O -3.730 0.257 3.083 0.75 1.98 -1.11 -0.487
N -3.745 -1.795 3.936 1.34 -1.50 0.34 -0.321
N -5.616 -0.935 3.232 -3.88 0.28 -1.00 -0.376
H -4.266 -2.584 4.290 0.43 0.19 -0.05 0.114
H -2.736 -1.845 3.942 -0.06 -0.21 0.57 0.067
H -6.036 -1.810 3.510 -0.14 0.52 -0.22 0.167
H -6.147 -0.196 2.794 -0.16 -0.33 0.25 0.215
C -0.286 -3.311 4.630 -4.82 0.26 0.88 0.723
O -1.427 -3.110 5.072 -0.57 -0.12 0.06 -0.814
N 0.659 -2.491 4.701 5.04 4.53 1.01 -0.277
N 0.045 -4.349 3.942 -0.13 -4.68 -2.23 -0.333
H 0.535 -1.528 4.979 0.05 -0.44 0.13 0.220
H 1.524 -2.810 4.286 0.34 0.99 0.02 0.241
H 0.917 -4.384 3.433 -0.26 -0.18 -0.11 0.140
H -0.739 -4.922 3.667 0.51 -0.23 -0.01 0.204
C -4.786 -3.530 -0.937 -1.06 0.18 2.15 0.367
O -3.624 -3.639 -1.180 2.74 -0.37 -1.08 -0.358
N -5.798 -3.591 -1.752 -1.65 -0.50 -4.62 -0.459
N -5.274 -3.349 0.273 0.00 0.64 4.13 -0.407
H -6.711 -3.216 -1.540 0.44 -0.05 -0.15 0.220
H -5.479 -3.630 -2.709 -0.77 -0.13 -0.05 0.187
H -6.232 -3.558 0.514 0.37 0.15 -0.10 0.174
H -4.636 -3.141 1.028 -0.12 -0.18 -0.03 0.164
C -1.231 -5.931 -2.663 2.56 -2.69 -1.48 0.226
O -0.529 -6.576 -3.406 0.78 -1.85 -1.11 -0.751
N -1.743 -6.288 -1.554 -2.17 -3.61 5.61 -0.225
N -1.442 -4.709 -2.845 -1.36 7.92 -2.99 0.241
H -2.273 -5.638 -0.991 0.11 -0.25 -0.04 0.195
H -1.443 -7.153 -1.129 -0.22 0.14 -0.11 0.248
H -2.045 -4.155 -2.254 0.12 -0.02 0.00 -0.563
H -1.264 -4.378 -3.783 0.18 0.32 0.23 0.362
C 2.554 -3.790 -3.813 3.17 -3.49 -4.71 0.598
O 3.433 -4.152 -4.596 1.03 0.53 -0.43 -0.817
N 1.359 -4.197 -3.900 -5.97 -1.02 -0.53 0.114
N 2.741 -3.168 -2.736 2.73 3.87 5.29 0.176
H 0.978 -4.735 -4.665 0.22 0.18 0.32 0.204
H 0.788 -3.688 -3.239 -1.17 -0.75 -0.64 -0.356
H 1.976 -3.013 -2.094 0.62 0.44 0.23 -0.354
H 3.707 -2.899 -2.614 -0.41 0.34 0.57 0.075
C 3.487 -2.958 1.653 -2.01 1.72 2.97 -0.242
O 2.883 -2.878 2.735 0.07 -1.23 0.61 -0.849
N 4.704 -3.377 1.501 3.71 -2.21 0.03 -0.202
N 2.967 -2.368 0.625 -1.04 0.92 -3.07 1.353
H 5.115 -3.933 2.238 -0.10 0.21 -0.05 0.319
H 5.099 -3.517 0.582 -0.13 -0.01 0.19 0.175
H 3.541 -2.241 -0.196 -0.71 0.19 -0.10 -0.076
H 2.018 -2.032 0.709 0.14 0.26 -0.60 -1.138
C 1.131 6.722 5.461 0.77 -0.76 0.62 -1.542
C 0.094 6.461 4.391 -0.58 0.62 -0.72 0.819
C 0.155 5.134 3.612 1.39 0.17 0.10 -0.279
O 1.411 5.110 2.916 -0.08 -0.45 -0.59 -0.379
C 1.571 4.052 1.971 -0.51 -0.14 0.12 0.331
N -1.185 6.479 5.014 -1.25 -0.51 1.33 -0.643
H 0.916 6.110 6.336 0.16 -0.71 -0.18 0.412
H 1.155 7.691 5.959 -0.44 0.59 -0.80 0.398
H 2.145 6.539 5.104 -0.03 -0.13 0.02 0.278
H 0.093 7.304 3.701 0.71 -0.09 -0.69 0.139
H -0.665 4.990 2.909 -0.25 0.54 -0.20 0.012
H 0.049 4.291 4.295 0.30 -0.11 0.36 0.252
H 2.231 3.259 2.324 0.13 0.03 0.34 0.018
H 1.955 4.367 1.001 0.30 0.67 0.17 0.301
H 0.629 3.571 1.707 -0.36 0.03 0.31 -0.395
H -1.969 6.292 4.406 0.02 0.31 0.01 0.122
H -1.309 7.291 5.603 -0.32 -0.04 -0.21 0.224
C -0.834 1.851 -7.701 -1.70 0.99 -0.24 -1.562
C -1.353 2.525 -6.428 1.06 -0.72 0.74 0.418
C -2.844 2.265 -6.032 0.86 -0.71 -1.48 -0.804
O -3.262 2.559 -4.740 -0.99 2.70 1.22 -0.209
C -3.637 3.979 -4.539 1.61 -0.26 -0.04 -0.549
N -0.521 1.947 -5.335 -0.93 0.59 0.42 -0.509
H -1.331 2.344 -8.537 0.27 0.12 -0.46 0.388
H -1.148 0.810 -7.780 0.57 -0.15 0.35 0.277
H 0.237 2.052 -7.724 -0.12 -0.51 -0.22 0.391
H -1.018 3.562 -6.462 -0.93 0.47 -0.40 0.471
H -2.948 1.181 -5.999 0.09 -0.24 -0.77 0.247
H -3.499 2.686 -6.794 -0.26 0.04 -0.03 0.543
H -4.149 4.192 -3.601 -0.45 -0.88 -0.22 -0.054
H -4.119 4.448 -5.396 -0.49 -0.58 -0.10 0.380
H -2.736 4.579 -4.414 0.48 -0.12 -0.13 0.332
H 0.034 2.734 -5.028 0.69 -0.14 0.23 0.265
H -1.236 1.945 -4.622 0.33 -0.63 1.10 0.068
C 1.232 -6.045 0.617 -1.02 -0.40 -0.11 -0.101
C 2.157 -7.183 0.157 -1.42 1.25 0.70 0.167
C 2.854 -6.798 -1.089 0.25 -0.93 -0.63 -0.435
O 3.826 -7.831 -1.200 -0.14 0.51 -0.30 -0.434
C 4.505 -7.776 -2.416 -0.17 -0.87 -0.28 -0.700
N 3.089 -7.484 1.207 0.30 -0.23 0.22 -0.847
H 0.388 -5.753 -0.008 0.26 -0.28 -0.81 -0.290
H 1.809 -5.126 0.720 0.25 -0.05 0.28 -0.419
H 0.695 -6.263 1.540 0.55 -0.17 0.42 0.350
H 1.803 -8.180 -0.106 -1.44 0.25 0.16 0.568
H 3.325 -5.815 -1.092 0.09 0.29 0.08 0.150
H 2.115 -6.882 -1.886 0.14 0.32 -0.54 0.441
H 5.089 -6.858 -2.483 0.20 -0.07 -0.32 0.274
H 3.781 -7.868 -3.226 0.05 0.41 -0.35 0.291
H 5.088 -8.696 -2.451 0.51 0.32 -0.09 0.291
H 3.752 -6.723 1.163 0.52 0.28 0.51 0.228
H 3.548 -8.215 0.682 1.08 -0.53 0.95 0.520
```
Positions in Å, forces in eV/Å.

Density functional theory data (the ωB97M-V functional and the def2-TZVPD basis) for a 13-piece molecular cluster, H28NO12 overall.

## Properties
* energy above the lowest of the compared OMol25 structures with the same formula, charge and spin: 7.7 kcal per mole
* Kohn-Sham gap: 10.98 eV
* lowest unoccupied orbital energy: -3.031 eV
* net charge: +1

```
41
Properties=species:S:1:pos:R:3:forces:R:3:mulliken_charge:R:1
N -13.437 -3.353 -1.358 1.01 0.93 0.51 0.074
H -13.147 -3.107 -2.286 -0.22 0.53 -0.90 0.164
H -12.950 -2.764 -0.670 -0.24 0.18 0.03 0.087
H -13.096 -4.263 -1.242 0.92 -2.18 0.37 0.339
H -14.424 -3.374 -1.241 -1.00 0.42 -0.12 0.346
O -12.195 -5.901 0.505 -1.48 0.87 -0.84 -0.626
H -11.483 -6.159 1.049 1.40 -0.83 0.83 0.324
H -12.732 -5.325 1.069 0.22 0.14 0.12 0.271
O -13.442 -0.686 1.014 1.46 -0.69 1.06 -0.577
H -14.273 -1.114 0.908 -1.10 -0.02 -0.37 0.284
H -13.347 0.074 0.465 -0.59 0.65 -0.52 0.270
O -13.770 -3.741 1.675 -0.40 -0.37 -0.13 -0.554
H -13.951 -3.352 2.524 0.46 0.93 0.71 0.262
H -14.409 -4.457 1.752 -0.41 -0.75 -0.67 0.328
O -13.311 -2.562 -5.280 -1.58 -1.22 -0.86 -0.619
H -12.639 -2.321 -4.680 1.84 0.35 1.27 0.384
H -13.470 -1.747 -5.729 -0.23 0.69 -0.94 0.264
O -11.156 -1.389 -3.910 -0.01 -0.66 -0.85 -0.656
H -11.068 -0.571 -4.407 0.09 0.10 0.28 0.312
H -11.408 -1.204 -3.006 0.19 0.59 0.54 0.399
O -10.465 -4.177 -1.710 -0.82 -0.08 0.41 -0.576
H -10.424 -3.533 -0.992 0.28 0.01 0.03 0.316
H -9.816 -3.913 -2.352 0.43 0.22 -0.43 0.298
O -16.650 -3.728 -3.101 0.73 -0.67 -0.19 -0.580
H -16.789 -4.524 -2.592 -0.01 -0.91 -0.25 0.299
H -17.031 -3.122 -2.495 -0.69 1.58 0.52 0.294
O -13.520 -5.306 -3.765 -1.39 0.29 -0.45 -0.605
H -14.361 -5.157 -4.243 -0.17 0.07 1.00 0.309
H -13.024 -5.322 -4.575 1.50 -0.12 -0.35 0.293
O -11.407 -0.703 -1.224 0.59 0.16 0.53 -0.591
H -11.850 0.128 -1.049 -0.26 0.22 -0.17 0.236
H -10.607 -0.611 -0.671 -0.32 -0.43 -0.42 0.279
O -10.783 -3.007 0.925 0.19 2.15 -0.18 -0.577
H -10.891 -3.889 1.198 -0.21 -1.83 0.53 0.220
H -10.806 -2.475 1.740 -0.04 -0.25 -0.52 0.283
O -14.953 -6.392 0.756 -2.07 0.80 -0.60 -0.651
H -15.515 -6.323 -0.051 0.38 -0.25 1.05 0.316
H -14.094 -6.511 0.398 1.67 -0.61 -0.47 0.354
O -14.270 -1.156 -3.108 -0.19 -0.41 2.16 -0.577
H -13.905 -0.338 -3.377 0.52 1.33 -0.40 0.266
H -14.579 -1.564 -3.893 -0.46 -0.94 -1.34 0.319
```
Positions in Å, forces in eV/Å.

> The highest net charge belongs to which entry?

H28NO12